{
  "formula": "C2H3N3",
  "method": "the ωB97M-V functional and the def2-TZVPD basis",
  "species": ["H", "N", "C", "N", "C", "N", "H", "H"],
  "xyz": [[-1.3638, 0.5750, 1.4884], [-0.7508, -0.1961, 1.1774], [0.0638, -0.1656, 0.1553], [-0.0106, 0.9131, -0.6974], [0.5551, -1.4049, -0.0492], [1.0620, -2.3775, -0.4042], [0.5479, 0.8398, -1.5314], [-0.1037, 1.8161, -0.1388]],
  "forces_ev_per_a": [[0.8, 0.0, -1.0], [1.1, -0.8, 0.7], [-6.2, 4.3, 3.4], [1.0, 0.8, 0.6], [3.0, -3.5, -2.3], [-0.4, 0.2, 0.4], [0.2, 0.7, 0.0], [0.4, -1.7, -1.7]],
  "nbo_charge": [0.3543, -0.6277, 0.2791, -0.7990, 0.2281, -0.2454, 0.3979, 0.4128],
  "e_tot_ha": -242.22100,
  "gap_ha": 0.37535,
  "e_above_lowest_kj_mol": 135.7,
  "fmax_ev_per_a": 8.322,
  "homo_energy_ha": -0.3674,
  "smiles": "[H]/N=C(\\N)C#N"
}